A structure of composition C15H14CaFN3O5, computed with the ωB97M-V functional and the def2-TZVPD basis.

```
! RIJCOSX wB97M-V def2-TZVPD def2/J DEFGRID3
* xyz 0 1
H 0.519 -1.619 3.604
O 0.544 -1.758 -1.123
C 3.194 -2.230 -6.313
C 3.690 1.516 -7.038
C 3.340 0.063 -7.287
O 2.600 -0.569 3.390
C 1.799 1.626 -3.736
O 0.710 1.182 -1.689
H -1.491 -0.852 2.370
C 2.602 -0.982 -3.830
H 0.919 3.346 -2.784
F 1.541 5.127 -4.589
H 3.531 -2.925 -5.544
C 2.904 2.039 -5.864
C 1.846 3.817 -4.647
C 1.404 0.736 -2.652
Ca 0.476 -0.084 0.031
O 2.725 -2.304 -1.330
N 2.869 -0.203 -4.887
N -0.601 -1.072 1.943
C 1.885 -0.607 -2.734
H 2.999 -1.985 -3.862
H 4.762 1.600 -6.832
C 2.556 3.362 -5.756
H 3.928 -0.349 -8.108
C 1.720 -0.329 2.593
C 1.464 2.987 -3.644
H 2.283 -0.029 -7.561
N 0.417 -0.872 2.934
O 1.767 0.385 1.508
C 3.600 -0.787 -6.061
H 3.644 -2.554 -7.254
H 2.839 4.068 -6.529
H 2.106 -2.312 -6.405
H 3.488 2.126 -7.918
H -0.629 -2.047 1.653
H 4.666 -0.747 -5.829
C 2.512 1.152 -4.837
C 1.733 -1.668 -1.641
*
```

## Properties
HOMO-LUMO gap: 8.45 eV
LUMO energy: -0.0153 Ha